{"formula": "C49H101BN2O18S", "method": "the ωB97M-V functional and the def2-TZVPD basis", "homo_ha": -0.323, "lumo_ev": -0.468, "homo_lumo_gap_ev": 8.3331, "charge": 0, "elements": ["C", "O", "C", "C", "C", "C", "C", "C", "C", "C", "C", "C", "C", "C", "C", "C", "C", "N", "S", "N", "C", "C", "C", "B", "O", "O", "H", "H", "H", "H", "H", "H", "H", "H", "H", "H", "H", "H", "H", "H", "H", "H", "H", "H", "H", "H", "H", "H", "H", "H", "H", "H", "H", "H", "H", "H", "H", "C", "O", "C", "C", "O", "C", "C", "O", "C", "H", "H", "H", "H", "H", "H", "H", "H", "H", "H", "H", "H", "H", "H", "C", "O", "C", "C", "O", "C", "C", "O", "C", "H", "H", "H", "H", "H", "H", "H", "H", "H", "H", "H", "H", "H", "H", "C", "O", "C", "C", "O", "C", "C", "O", "C", "H", "H", "H", "H", "H", "H", "H", "H", "H", "H", "H", "H", "H", "H", "C", "O", "C", "C", "O", "C", "C", "O", "C", "H", "H", "H", "H", "H", "H", "H", "H", "H", "H", "H", "H", "H", "H", "C", "O", "C", "C", "O", "C", "C", "O", "C", "H", "H", "H", "H", "H", "H", "H", "H", "H", "H", "H", "H", "H", "H"], "xyz": [[0.126849, 0.675913, 5.231103], [-1.100285, 1.045787, 4.648653], [-1.877889, -0.070043, 4.253306], [-1.569008, -0.530835, 2.828530], [-2.409943, 0.153011, 1.738767], [-2.681211, -0.737419, 0.508356], [-2.119233, -0.168477, -0.804088], [-0.591181, 0.041871, -0.773954], [0.210378, -1.073785, -1.477773], [0.944155, -2.038857, -0.506660], [0.743105, -3.534121, -0.823162], [-0.214857, -4.266975, 0.121498], [0.113217, -4.065548, 1.609253], [-0.337193, -5.213637, 2.469941], [0.647821, -6.209487, 2.810745], [0.382279, -7.293065, 3.566899], [-0.940413, -7.455443, 4.038683], [-1.424278, -8.447995, 4.788032], [-2.980198, -8.124684, 5.009157], [-3.125533, -6.748863, 4.202833], [-1.918673, -6.471824, 3.701591], [-1.616307, -5.330608, 2.911634], [-2.722611, -4.344496, 2.645402], [-4.116741, -5.054228, 2.397546], [-4.255126, -5.998812, 1.393380], [-5.220403, -4.685253, 3.148027], [0.740619, 0.077547, 4.549348], [0.666253, 1.587041, 5.474107], [-0.028781, 0.098881, 6.148239], [-1.696002, -0.903624, 4.943153], [-2.927907, 0.206640, 4.353803], [-1.706299, -1.610580, 2.775921], [-0.511213, -0.316720, 2.655836], [-3.363313, 0.439174, 2.185004], [-1.914354, 1.069312, 1.419672], [-2.264978, -1.736892, 0.657876], [-3.760729, -0.837054, 0.385485], [-2.626813, 0.774017, -1.013113], [-2.364921, -0.875257, -1.597494], [-0.255474, 0.130171, 0.259300], [-0.360150, 0.989786, -1.260557], [-0.450205, -1.655530, -2.120001], [0.960820, -0.601545, -2.110447], [0.614289, -1.803711, 0.504299], [2.010016, -1.810757, -0.530593], [0.362513, -3.613211, -1.842350], [1.707986, -4.044945, -0.817576], [-0.168768, -5.334490, -0.105602], [-1.239094, -3.961356, -0.108607], [-0.350711, -3.146122, 1.965128], [1.192861, -3.941617, 1.701186], [1.655006, -6.083895, 2.435403], [1.133698, -8.028261, 3.814165], [-2.790097, -3.628629, 3.466967], [-2.467415, -3.767895, 1.749080], [-4.460135, -5.643867, 0.526570], [-5.414324, -5.321448, 3.839954], [3.731441, 4.547259, -5.054934], [2.560910, 5.066273, -4.462683], [1.377852, 4.311876, -4.643754], [0.721636, 3.819163, -3.365507], [1.468966, 2.965176, -2.519577], [2.659166, 3.420632, -1.908490], [2.539171, 4.559738, -0.911961], [2.020144, 5.749649, -1.464428], [0.801934, 6.217157, -0.919541], [3.976529, 5.100300, -5.966855], [4.561322, 4.664492, -4.354257], [3.630604, 3.486040, -5.296612], [1.553131, 3.467959, -5.318955], [0.642466, 4.964942, -5.131124], [-0.119400, 3.200085, -3.691752], [0.283535, 4.645833, -2.801824], [3.429363, 3.633554, -2.653349], [3.016175, 2.559036, -1.336207], [3.558431, 4.767840, -0.563648], [1.955919, 4.243341, -0.040986], [0.264269, 5.431775, -0.383123], [0.170407, 6.572435, -1.735229], [0.985735, 7.057986, -0.244010], [0.655139, 10.058386, -6.986111], [1.116860, 10.833196, -5.902148], [0.133113, 11.371024, -5.044127], [0.220125, 10.909596, -3.599617], [0.097237, 9.524465, -3.354674], [1.105723, 8.634631, -3.797144], [2.454684, 8.715437, -3.110517], [3.113578, 9.963667, -3.231777], [3.348851, 10.663502, -2.031057], [0.708477, 10.631817, -7.916365], [1.299012, 9.182112, -7.089414], [-0.371646, 9.715032, -6.836276], [-0.870423, 11.168621, -5.433563], [0.262279, 12.460465, -5.028098], [-0.650138, 11.349435, -3.103233], [1.098715, 11.326910, -3.102788], [1.215089, 8.664805, -4.882959], [0.719986, 7.640228, -3.559208], [3.083161, 7.961047, -3.595309], [2.362308, 8.422018, -2.060560], [2.690446, 10.327399, -1.225592], [3.167094, 11.726845, -2.203007], [4.389486, 10.543964, -1.713714], [-4.015988, 1.622698, 11.039490], [-3.856812, 2.844950, 10.353432], [-2.595144, 3.469471, 10.458310], [-1.863200, 3.661414, 9.141397], [-1.555126, 2.502000, 8.396056], [-2.593741, 1.738364, 7.814309], [-3.357067, 2.371245, 6.666828], [-4.042003, 3.566676, 6.987951], [-3.619827, 4.725435, 6.303025], [-4.594618, 1.771331, 11.955895], [-4.566447, 0.930364, 10.398918], [-3.055477, 1.167173, 11.293066], [-1.952758, 2.925649, 11.159176], [-2.751659, 4.473436, 10.872350], [-0.886997, 4.075379, 9.411065], [-2.354137, 4.415007, 8.521766], [-3.272292, 1.344629, 8.573916], [-2.082948, 0.874964, 7.377237], [-4.110567, 1.633704, 6.361014], [-2.683458, 2.517818, 5.818403], [-2.613053, 4.613668, 5.892609], [-3.616811, 5.563816, 7.003080], [-4.312153, 4.964430, 5.489878], [0.171754, 3.792343, -10.455415], [0.759495, 2.519234, -10.296247], [1.896214, 2.447763, -9.463785], [1.754449, 1.539752, -8.254039], [0.733174, 1.844479, -7.324424], [-0.626789, 1.775103, -7.707706], [-1.181962, 0.405573, -8.057593], [-0.557836, -0.232668, -9.150350], [0.097079, -1.452244, -8.875221], [0.436158, 4.215908, -11.428422], [-0.914248, 3.684249, -10.416103], [0.477884, 4.486297, -9.668354], [2.197500, 3.448942, -9.136778], [2.722433, 2.038115, -10.058105], [2.680701, 1.668865, -7.685701], [1.724258, 0.487626, -8.544789], [-0.858765, 2.507401, -8.483308], [-1.173726, 2.090883, -6.814129], [-2.234782, 0.564542, -8.321278], [-1.162572, -0.237586, -7.171269], [0.335982, -1.558365, -7.813882], [1.028942, -1.483252, -9.443249], [-0.521209, -2.298273, -9.189168], [2.494040, -14.117116, 0.679540], [3.148184, -13.450461, 1.736997], [3.819511, -12.253121, 1.410402], [3.317275, -11.014142, 2.132076], [1.966029, -10.647408, 1.939306], [0.926631, -11.490149, 2.400880], [0.785348, -11.664946, 3.902650], [1.905796, -12.233486, 4.548764], [2.546428, -11.426946, 5.512691], [3.077377, -14.983885, 0.355643], [1.525478, -14.473770, 1.036228], [2.324727, -13.459674, -0.176915], [3.796767, -12.081259, 0.328928], [4.871690, -12.369767, 1.698872], [3.884204, -10.181237, 1.705302], [3.573887, -11.041574, 3.193596], [0.938713, -12.452530, 1.885645], [0.010574, -10.983040, 2.083780], [-0.063792, -12.343626, 4.048720], [0.516185, -10.707926, 4.362673], [2.313475, -10.367043, 5.380067], [3.626293, -11.558349, 5.416134], [2.255359, -11.731282, 6.522375]], "forces_ev_per_a": [[0.1, 0.0, -0.1], [-0.2, 0.1, 0.0], [0.2, -0.3, 0.0], [-0.1, 0.4, 0.0], [0.0, -0.3, 0.1], [0.1, 0.4, -0.3], [0.2, -0.2, 0.5], [-0.2, 0.0, -0.5], [0.3, 0.0, 0.6], [-0.2, 0.1, -0.3], [0.1, 0.2, 0.2], [0.1, -0.1, -0.3], [-0.2, 0.0, -0.2], [0.5, -0.1, -0.1], [0.0, 0.2, -0.2], [0.1, -0.4, 0.2], [-0.1, 0.2, -0.1], [-0.1, 0.0, 0.0], [-0.1, -0.2, 0.1], [-0.1, 0.0, 0.0], [0.0, -0.2, 0.1], [-0.3, 0.1, 0.0], [0.2, 0.1, -0.3], [-0.3, 0.0, 0.3], [0.1, 0.1, 0.0], [0.2, 0.1, 0.0], [0.0, 0.0, 0.0], [0.0, 0.1, 0.0], [0.0, 0.0, 0.1], [0.0, 0.0, 0.1], [0.0, 0.1, 0.0], [0.0, 0.0, 0.0], [0.1, -0.2, -0.1], [0.0, 0.1, 0.0], [-0.1, 0.1, 0.1], [0.0, -0.1, 0.1], [0.0, -0.2, 0.0], [0.0, 0.0, -0.1], [-0.1, 0.2, -0.2], [0.1, 0.1, 0.1], [0.0, 0.1, 0.0], [-0.1, 0.0, -0.1], [-0.1, -0.1, -0.2], [0.0, -0.1, 0.1], [0.0, 0.0, 0.1], [0.0, -0.1, -0.1], [0.0, -0.1, 0.1], [0.0, 0.0, 0.0], [-0.1, 0.0, 0.2], [0.1, 0.1, 0.0], [0.1, 0.0, 0.1], [0.0, 0.1, -0.1], [0.1, 0.0, -0.1], [-0.1, 0.0, 0.1], [-0.1, 0.0, 0.1], [0.0, -0.1, -0.1], [-0.2, -0.1, 0.0], [0.0, 0.1, 0.0], [0.0, -0.1, 0.2], [0.0, 0.0, -0.2], [-0.2, 0.1, 0.1], [-0.1, -0.2, 0.0], [0.2, -0.1, -0.1], [0.1, 0.0, 0.0], [-0.2, 0.0, 0.0], [0.1, 0.1, 0.0], [0.0, -0.1, 0.0], [0.0, 0.0, 0.0], [0.0, 0.0, 0.0], [0.1, 0.0, 0.0], [-0.1, -0.1, 0.0], [0.0, 0.0, 0.0], [0.2, 0.1, 0.0], [-0.1, 0.2, 0.0], [0.0, 0.0, 0.0], [0.0, -0.1, 0.1], [-0.1, 0.0, -0.1], [0.0, 0.0, 0.0], [0.0, 0.0, 0.0], [0.0, 0.0, 0.1], [0.1, 0.1, 0.0], [0.1, -0.1, 0.1], [-0.1, 0.1, -0.1], [0.1, 0.1, 0.2], [-0.2, -0.1, 0.1], [0.0, -0.1, -0.2], [0.2, -0.2, 0.0], [-0.2, 0.1, 0.0], [0.1, 0.0, 0.0], [-0.1, 0.0, 0.0], [0.0, 0.0, 0.0], [0.0, 0.0, 0.0], [0.0, -0.1, 0.0], [-0.1, 0.0, 0.0], [0.0, 0.0, 0.0], [0.1, -0.1, -0.2], [0.1, 0.2, 0.1], [0.0, 0.0, 0.0], [0.0, -0.1, 0.1], [0.0, 0.1, 0.0], [0.0, 0.0, 0.0], [0.0, 0.0, 0.0], [0.0, 0.0, 0.1], [-0.1, 0.0, 0.0], [0.0, 0.0, -0.2], [0.0, 0.1, 0.2], [0.0, 0.2, -0.1], [0.2, -0.1, 0.0], [-0.1, -0.2, 0.1], [-0.1, 0.0, -0.2], [0.1, 0.0, 0.2], [-0.1, 0.0, 0.0], [0.1, 0.0, 0.0], [0.0, 0.0, 0.0], [0.0, 0.0, 0.0], [0.0, -0.1, 0.0], [0.1, 0.0, 0.0], [0.0, 0.0, 0.0], [-0.2, -0.1, 0.1], [-0.1, 0.2, 0.0], [0.0, 0.0, 0.0], [0.1, 0.0, -0.1], [0.0, 0.1, 0.0], [0.0, 0.0, 0.0], [0.0, 0.0, 0.0], [0.0, 0.0, 0.0], [0.0, 0.0, -0.1], [-0.1, -0.1, 0.2], [0.1, 0.1, -0.1], [0.1, -0.2, 0.0], [0.1, 0.1, 0.2], [-0.1, 0.2, 0.0], [-0.2, -0.1, 0.0], [0.2, 0.1, 0.0], [-0.1, 0.0, -0.1], [0.0, 0.1, 0.0], [0.0, 0.0, 0.0], [0.0, 0.0, 0.0], [-0.1, 0.0, 0.0], [0.1, 0.1, 0.1], [0.0, 0.0, 0.0], [-0.2, 0.1, -0.2], [0.1, -0.2, -0.1], [0.0, 0.0, 0.0], [0.0, 0.0, 0.1], [0.1, 0.0, 0.0], [0.0, 0.0, 0.0], [0.0, 0.0, 0.0], [0.0, 0.0, 0.1], [0.0, -0.1, 0.0], [-0.1, 0.1, 0.1], [0.1, -0.1, -0.1], [0.1, 0.1, 0.2], [0.0, 0.2, -0.1], [-0.1, -0.1, -0.1], [-0.1, 0.0, 0.1], [0.1, 0.0, -0.2], [0.0, -0.1, 0.0], [0.0, 0.0, -0.1], [0.0, 0.0, 0.0], [0.0, 0.0, 0.0], [-0.1, 0.0, 0.0], [0.0, 0.1, -0.1], [0.0, 0.0, 0.0], [-0.1, -0.2, 0.0], [0.2, 0.0, 0.2], [0.0, 0.0, 0.0], [-0.1, 0.1, 0.0], [0.1, 0.0, 0.0], [0.0, 0.0, 0.0], [0.0, 0.0, 0.0], [0.0, 0.1, 0.0]]}